C6H15N4O | wB97M-V/def2-TZVPD

XYZ file:
```
26
C6H15N4O (wB97M-V/def2-TZVPD)
C -1.2920 0.8805 0.1782
C -0.3686 -0.3272 0.0512
C -0.0747 1.5346 0.7636
C 1.5137 -2.8157 -0.4121
C -0.6880 3.8509 1.1737
C 0.4159 -2.5602 0.6162
N 0.1023 -0.2739 -2.3211
N 0.6495 0.4125 0.6728
N 0.2421 2.7447 1.1441
N -0.6246 -1.6441 0.1672
O -0.6724 -1.3974 -2.5729
H -1.6342 1.3178 -0.7559
H -2.1277 0.7301 0.8598
H 2.0645 -1.9051 -0.6401
H 2.2113 -3.5434 -0.0120
H 1.0933 -3.2116 -1.3311
H -0.5477 4.4164 2.0941
H -0.5193 4.5174 0.3274
H -1.7095 3.4794 1.1367
H 0.8419 -2.1611 1.5395
H -0.0857 -3.5011 0.8518
H 1.0564 -0.6320 -2.2772
H 1.6187 0.2075 0.8701
H 1.1985 2.9526 1.4044
H -1.1379 -2.0076 -0.6403
H -1.5259 -1.0640 -2.8880
```

Properties
HOMO-LUMO gap (spin up / spin down) = 7.038 / 8.514 eV
largest force on an atom = 2.24 eV/A
HOMO energy (spin up / spin down) = -10.251 / -11.661 eV
E_LUMO (spin up / spin down) = -3.21 / -3.15 eV
total charge = +1


C6H15N4O2PdSSe4 | wB97M-V/def2-TZVPD

XYZ file:
```
33
C6H15N4O2PdSSe4 (wB97M-V/def2-TZVPD)
Pd 0.0348 -0.0840 -0.0422
N -1.8264 0.5932 4.0403
C -1.1208 0.4118 2.9169
O -1.0812 1.2788 2.0431
C -0.3535 -0.8921 2.7895
C -0.4343 -1.5056 1.3938
H -2.3127 1.4655 4.1676
H -1.8748 -0.0922 4.7725
H -0.7366 -1.6173 3.5125
H 0.6850 -0.6727 3.0514
H -1.4556 -1.8251 1.2019
H 0.2446 -2.3528 1.3135
Se 2.0240 0.9933 0.9349
Se 2.6061 -0.9682 0.1009
Se 1.9504 -1.5177 -4.1118
Se 1.0314 0.2262 -3.1895
C -1.1530 3.6694 -2.4132
C -0.7608 2.9502 -1.1554
N -1.2493 3.4105 -0.0032
O -0.0068 1.9644 -1.2029
H -1.5233 4.6730 -2.2175
H -1.9436 3.0917 -2.8958
H -0.3031 3.7072 -3.0900
H -1.9071 4.1687 0.0183
H -1.0979 2.8734 0.8422
N -0.3796 -2.9512 -1.6391
C -1.4848 -2.2848 -1.9376
N -2.3376 -2.8139 -2.8144
S -1.8836 -0.7923 -1.2123
H -0.1463 -3.8137 -2.1035
H 0.3044 -2.5233 -1.0354
H -2.1372 -3.6718 -3.2993
H -3.1893 -2.3281 -3.0315
```

Properties
HOMO-LUMO gap (spin up / spin down) = 7.334 / 7.218 eV
largest force on an atom = 1.08 eV/A
HOMO energy (spin up / spin down) = -10.699 / -11.925 eV
E_LUMO (spin up / spin down) = -3.36 / -4.71 eV
multiplicity = 5
total charge = +1


C6H15N5O | wB97M-V/def2-TZVPD

XYZ file:
```
27
C6H15N5O (wB97M-V/def2-TZVPD)
H 0.2735 -1.1313 -2.4046
N 0.0580 -1.3648 -1.3814
C -0.3591 -0.4712 -0.6608
C -0.6921 0.9358 -1.1343
N -1.4944 1.1119 -2.1720
O 0.0614 1.7915 -0.5627
C 0.2305 3.1854 -1.0418
C -0.6700 -0.6171 0.8107
C -2.1612 -1.1157 1.0128
N 0.3330 -1.5374 1.3988
C 1.6256 -1.4457 1.0645
N 1.9991 -0.2211 0.6452
N 2.3445 -2.5630 1.2079
H -1.7396 2.0659 -2.5355
H -2.1618 0.3219 -2.3055
H 0.3103 2.9327 -2.1427
H 1.2547 3.3634 -0.6993
H -0.5184 3.8242 -0.6079
H -0.4536 0.3831 1.1800
H -2.3953 -2.0590 1.4829
H -2.6797 -1.0028 0.0493
H -2.7005 -0.3350 1.7189
H 0.0112 -2.5543 1.6147
H 2.9539 -0.1885 0.1781
H 1.5842 0.5178 1.2809
H 3.4328 -2.5856 1.1554
H 1.9427 -3.4402 1.4065
```

Properties
HOMO-LUMO gap = 10.091 eV
SMILES = [H]/N=C(\C(=[NH2+])OC)[C@@H](C)NC(N)=[NH2+]
largest force on an atom = 4.55 eV/A
HOMO energy = -17.598 eV
E_LUMO = -7.51 eV
total charge = +2


C6H15NNa7O6P | wB97M-V/def2-TZVPD

XYZ file:
```
36
C6H15NNa7O6P (wB97M-V/def2-TZVPD)
Na 23.8787 -18.2094 7.6889
Na 21.6964 -21.0500 7.1209
Na 21.3514 -21.7141 11.5409
Na 20.8490 -17.7910 10.2848
Na 21.7949 -19.0808 13.3450
Na 24.3096 -18.7550 11.5018
Na 24.2092 -22.1326 10.0511
P 22.4788 -20.1126 9.5434
O 23.9684 -19.7273 9.4721
O 21.7746 -19.2156 8.4821
O 22.1312 -19.5707 10.9807
O 22.1543 -21.6408 9.3443
C 14.5714 -20.2508 8.2256
O 15.8671 -20.7914 8.2185
C 16.9625 -20.0586 8.6286
C 18.2477 -20.6773 8.1287
N 18.3667 -20.4716 6.7191
C 18.7182 -19.1192 6.2842
C 19.2428 -19.1063 4.8235
O 20.3976 -20.0212 4.5255
C 20.8961 -19.7165 3.2330
H 13.9346 -20.9317 7.6609
H 14.3657 -19.2128 7.9641
H 14.1853 -20.3992 9.2341
H 16.9925 -20.1607 9.7134
H 16.9026 -19.0012 8.3708
H 18.1242 -21.7362 8.3562
H 19.0838 -20.2602 8.6899
H 17.4521 -20.6728 6.3409
H 19.3022 -18.5548 7.0112
H 17.8276 -18.4916 6.3167
H 19.4806 -18.0576 4.6453
H 18.3259 -19.2905 4.2637
H 21.5036 -18.8157 3.1451
H 19.9966 -19.5778 2.6333
H 21.4200 -20.5794 2.8220
```

Properties
HOMO-LUMO gap (spin up / spin down) = 4.670 / 5.693 eV
largest force on an atom = 2.71 eV/A
HOMO energy (spin up / spin down) = -13.932 / -15.494 eV
E_LUMO (spin up / spin down) = -9.26 / -9.80 eV
multiplicity = 2
total charge = +3


C6H15NO | wB97M-V/def2-TZVPD

XYZ file:
```
23
C6H15NO (wB97M-V/def2-TZVPD)
C 1.9285 1.5526 -0.6174
C 1.3014 0.2615 0.0869
C 0.1059 -0.2630 -0.7114
C -0.8850 -0.9969 0.1966
C -1.5265 -0.4738 1.2370
C -1.1676 -2.4323 -0.1874
N 2.3363 -0.8240 0.1141
H 2.0485 2.3591 0.1244
H 2.9089 1.2964 -0.9894
H 1.2024 1.8498 -1.3696
H 1.0681 0.5615 1.0944
H -0.4911 0.6153 -1.0908
H 0.2337 -0.9978 -1.5574
H -1.4045 0.5769 1.5242
H -2.1546 -0.9473 1.9319
H -1.6217 -2.4352 -1.1985
H -1.9045 -2.9268 0.4336
H -0.2694 -3.0532 -0.2191
H 3.0415 -0.5052 -0.5504
H 2.0210 -1.7074 -0.2476
H -2.7521 2.2310 0.9640
H -1.5975 3.1455 0.2636
O -2.4219 3.1135 0.7681
```

Properties
HOMO-LUMO gap (spin up / spin down) = 2.985 / 9.280 eV
largest force on an atom = 2.81 eV/A
HOMO energy (spin up / spin down) = 1.017 / -5.505 eV
E_LUMO (spin up / spin down) = 4.00 / 3.77 eV
multiplicity = 2
total charge = -1


C6H15NO | wB97M-V/def2-TZVPD

XYZ file:
```
23
C6H15NO (wB97M-V/def2-TZVPD)
C -2.6201 -0.8625 1.2941
C -1.6807 -0.3460 0.4388
C -0.5411 -1.1183 -0.1061
C 0.9009 -0.6690 0.2961
C 1.9466 -1.5454 -0.3486
N 1.0168 0.7232 -0.0313
C 0.8338 1.6156 1.1320
H -3.4262 -0.2863 1.6649
H -2.6111 -1.8883 1.6232
H -1.7410 0.6837 0.2026
H -0.6309 -2.1433 0.2379
H -0.5438 -1.1381 -1.1430
H 0.8421 -0.8676 1.4242
H 2.9209 -1.1643 0.0781
H 1.7838 -2.5502 -0.1302
H 1.8014 -1.5030 -1.4503
H 1.8632 0.9531 -0.3947
H 0.9790 2.6315 0.7789
H 1.6437 1.3674 2.0584
H -0.0996 1.6023 1.5823
O -0.2290 1.6996 -2.3453
H -1.2220 1.8332 -2.2871
H 0.1190 1.3637 -1.5017
```

Properties
HOMO-LUMO gap = 10.126 eV
SMILES = C=CC[C@@H](C)NC.O
largest force on an atom = 3.94 eV/A
HOMO energy = -9.147 eV
E_LUMO = 0.98 eV
total charge = 0


C6H15NO | wB97M-V/def2-TZVPD

XYZ file:
```
23
C6H15NO (wB97M-V/def2-TZVPD)
C -0.3329 -0.8617 -2.9810
C -0.6573 0.1729 -2.1893
C 0.2180 0.7704 -1.1155
C -0.5951 0.5945 0.1654
C 0.0545 1.2642 1.3714
C -0.3544 0.4889 2.6373
N 1.5168 1.0807 1.1778
H -0.9956 -1.3036 -3.6862
H 0.5011 -1.5592 -2.8645
H -1.4482 0.7376 -2.6738
H 0.2668 1.8266 -1.3669
H 1.1658 0.2160 -1.0164
H -1.6194 0.9773 -0.0120
H -0.8260 -0.4851 0.3099
H -0.1788 2.3275 1.3551
H -1.3922 0.7543 2.9133
H 0.2325 0.6138 3.5400
H -0.4309 -0.6097 2.5550
H 2.0037 1.7961 1.7164
H 1.8803 0.2791 1.6906
O 0.2856 -2.7575 -0.2582
H 1.0949 -3.2860 -0.3848
H -0.3894 -3.0370 -0.8834
```

Properties
HOMO-LUMO gap = 9.771 eV
SMILES = C=CCC[C@@H](C)N.O
largest force on an atom = 2.89 eV/A
HOMO energy = -8.934 eV
E_LUMO = 0.84 eV
total charge = 0


C6H15NO | wB97M-V/def2-TZVPD

XYZ file:
```
23
C6H15NO (wB97M-V/def2-TZVPD)
C -0.5704 1.9107 1.7721
C -1.2520 2.6917 0.6944
N -0.3559 3.1423 -0.2808
O -2.4127 2.9996 0.6054
H -0.1741 0.8404 1.6247
H -1.0441 2.0074 2.7594
H 0.4332 2.3000 2.0424
H -0.5543 3.8304 -0.9832
H 0.5901 2.8108 -0.2096
C 0.8091 -2.5309 0.4479
C 0.2403 -1.2807 -0.1943
C 1.3123 -0.6981 -1.0919
C -0.9006 -1.6369 -1.1365
H 1.3503 -3.1948 -0.2671
H -0.0130 -3.2820 0.5978
H 1.5336 -2.2595 1.2480
H -0.1414 -0.6746 0.6287
H 1.4542 -1.3072 -2.0134
H 1.1589 0.2783 -1.5346
H 2.3308 -0.6802 -0.6402
H -0.5654 -2.1974 -2.0166
H -1.6726 -2.2790 -0.6205
H -1.5563 -0.7903 -1.4323
```

Properties
HOMO-LUMO gap = 10.812 eV
SMILES = CC(N)=O.CC(C)C
largest force on an atom = 3.25 eV/A
HOMO energy = -10.054 eV
E_LUMO = 0.76 eV
total charge = 0


C6H15NO | wB97M-V/def2-TZVPD

XYZ file:
```
23
C6H15NO (wB97M-V/def2-TZVPD)
C 0.4673 0.8267 -0.7427
C -0.2880 0.4357 0.2884
C -1.0176 1.4802 1.1090
C -2.5453 1.4713 0.7387
C -0.2520 -0.9960 0.8161
C -1.5575 -1.7537 0.7312
N -1.9845 -1.7415 -0.7014
H 0.9506 0.1304 -1.4263
H 0.4288 1.8808 -0.9589
H -0.7438 2.5143 0.8121
H -0.8552 1.3599 2.2130
H -3.0924 2.3643 1.0110
H -2.7522 1.3418 -0.3343
H -3.0727 0.6307 1.1284
H 0.2741 -1.0595 1.7504
H 0.4517 -1.5004 0.1311
H -2.2571 -1.2544 1.3709
H -1.5970 -2.8079 0.9760
H -2.4306 -2.5811 -1.0172
H -1.4356 -1.2478 -1.3755
O 6.1568 0.2351 -1.6140
H 5.2511 0.5020 -1.3985
H 6.2505 0.2710 -2.5725
```

Properties
HOMO-LUMO gap = 9.415 eV
SMILES = C=C(CC)CCN.O
largest force on an atom = 2.16 eV/A
HOMO energy = -8.715 eV
E_LUMO = 0.70 eV
total charge = 0


C6H15NO | wB97M-V/def2-TZVPD

XYZ file:
```
23
C6H15NO (wB97M-V/def2-TZVPD)
C 0.6496 1.6988 -0.4780
C 0.5100 0.6421 0.3071
C -0.2127 0.7384 1.6236
C -0.1787 2.0783 2.3122
C 1.2777 -0.6175 0.0260
C 0.3715 -1.7809 -0.4436
N 0.7256 -2.4828 -1.6784
H 0.9699 1.6733 -1.5196
H 0.1124 2.6428 -0.3921
H 0.1256 -0.0897 2.2614
H -1.2652 0.4304 1.5479
H -1.1078 2.6358 2.0746
H -0.2677 2.1276 3.4010
H 0.4703 2.9133 2.0581
H 1.9054 -0.9323 0.8640
H 1.9816 -0.3890 -0.7718
H -0.6214 -1.3856 -0.5756
H 0.2555 -2.5381 0.3302
H 1.6002 -2.9703 -1.5163
H 0.9718 -1.7954 -2.3937
O -2.6075 -0.1443 -1.3433
H -1.7493 -0.5325 -1.1194
H -2.3563 0.6484 -1.8337
```

Properties
HOMO-LUMO gap = 10.174 eV
SMILES = C=C(CC)CCN.O
largest force on an atom = 3.16 eV/A
HOMO energy = -9.353 eV
E_LUMO = 0.82 eV
total charge = 0